A cluster of 2 separate species, C30H37NO4 in total. Source: the Open Molecules 2025 dataset; level of theory: wB97M-V/def2-TZVPD.

```
! RIJCOSX wB97M-V def2-TZVPD def2/J DEFGRID3
* xyz 0 1
C -0.360 2.433 3.604
C 0.085 2.495 2.177
O 0.558 1.157 1.894
C 0.766 0.974 0.567
C 1.410 -0.306 0.181
C 2.887 -0.110 -0.115
C 3.124 1.022 -1.123
C 4.614 1.267 -1.365
C 5.371 1.580 -0.076
C 5.177 0.450 0.939
C 3.690 0.156 1.182
C 1.187 -1.564 0.921
O 1.948 -2.520 0.828
O 0.063 -1.614 1.666
C -0.020 -2.834 2.434
C -1.094 -2.613 3.458
O 0.471 1.864 -0.233
H -0.530 3.446 3.966
H -1.306 1.885 3.693
H 0.389 1.936 4.230
H -0.751 2.755 1.515
H 0.902 3.218 2.005
H 3.229 -1.062 -0.556
H 2.617 0.764 -2.061
H 2.637 1.939 -0.763
H 5.039 0.360 -1.810
H 4.716 2.077 -2.090
H 6.439 1.720 -0.286
H 4.988 2.514 0.362
H 5.666 -0.461 0.567
H 5.649 0.695 1.898
H 3.228 1.019 1.690
H 3.576 -0.709 1.850
H -0.236 -3.673 1.754
H 0.952 -3.004 2.915
H -0.966 -3.366 4.243
H -0.995 -1.619 3.910
H -2.095 -2.717 3.026
C -1.946 -3.776 -1.627
C -2.296 -2.731 -0.643
N -3.428 -2.815 0.110
C -3.588 -1.664 0.878
C -2.500 -0.810 0.582
C -2.452 0.444 1.166
C -3.475 0.846 2.036
C -4.540 -0.024 2.335
C -4.605 -1.297 1.758
C -1.658 -1.496 -0.397
C -0.530 -0.941 -1.065
C -0.749 0.127 -1.998
C -1.987 0.811 -2.121
C -2.225 1.646 -3.208
C -1.275 1.794 -4.224
C -1.666 2.502 -5.484
C 0.002 1.247 -4.031
C 0.255 0.419 -2.952
H -1.338 -3.346 -2.426
H -1.375 -4.591 -1.159
H -2.854 -4.198 -2.081
H -4.072 -3.603 0.122
H -1.616 1.083 0.900
H -3.441 1.840 2.493
H -5.323 0.312 3.014
H -5.412 -1.999 1.964
H 0.319 -1.607 -1.250
H -2.784 0.659 -1.392
H -3.176 2.171 -3.263
H -0.904 2.375 -6.256
H -2.617 2.120 -5.874
H -1.793 3.571 -5.293
H 0.794 1.446 -4.758
H 1.229 -0.067 -2.854
*
```

Values from the calculation:
Calculated total energy ... -41389.37399 eV
LUMO energy ... -0.0262 Ha
Largest force on an atom ... 2.427 eV Å⁻¹
HOMO-LUMO gap ... 0.2436 hartree
Energy above the lowest of the compared OMol25 structures with the same formula, charge and spin ... 0.0 kJ/mol